ORCA calculation (ωB97M-V/def2-TZVPD) on a structure of composition C25H41BrN2P2Pd in a non-equilibrium geometry.

```
! RIJCOSX wB97M-V def2-TZVPD def2/J DEFGRID3
* xyz 4 5
Pd -1.194 2.185 1.561
Br 1.751 2.994 0.724
P -1.156 1.194 -0.465
P 3.740 1.843 0.820
N -1.854 4.310 1.567
N -3.083 -6.166 -3.012
C 5.619 1.656 -1.304
C -3.378 -4.428 -0.842
C -4.455 -4.688 -1.712
C 4.172 1.406 -0.870
C -3.503 -3.453 0.205
C -0.594 -1.557 -1.038
C -3.183 0.348 -2.307
C 4.847 3.004 1.622
C 3.343 0.368 1.783
C -3.834 0.852 2.281
C -2.452 0.920 2.473
C 4.364 -0.773 1.679
C -0.136 1.568 -3.100
C -2.070 -5.975 -2.167
C -3.586 -2.605 1.090
C -0.080 -0.274 -0.375
C -2.167 -5.120 -1.061
C -2.845 0.619 -0.839
C 5.801 2.423 2.668
C -0.629 2.275 -1.835
C -1.719 -0.157 3.006
C -4.250 -5.563 -2.789
C -3.440 -1.523 2.007
C -4.341 -0.432 2.025
C -2.250 -1.427 2.776
H -0.786 -1.434 -2.114
H 4.209 3.770 2.090
H 0.142 2.329 -3.838
H 5.411 3.510 0.825
H -4.439 1.757 2.253
H -1.312 -4.993 -0.396
H -4.211 -0.034 -2.361
H 6.383 1.575 2.286
H 3.937 0.337 -0.981
H 0.157 2.924 -1.422
H 3.478 1.962 -1.517
H -1.140 -6.514 -2.366
H -1.504 -1.938 -0.554
H -1.713 -2.339 3.051
H -1.498 2.913 -2.051
H -0.914 0.943 -3.558
H -5.415 -4.200 -1.578
H 5.905 2.711 -1.225
H -1.403 4.812 0.799
H -0.759 0.005 3.490
H -3.012 -0.275 -0.215
H 0.893 0.024 -0.794
H 4.001 -1.638 2.253
H -5.386 -0.592 1.748
H 6.339 1.055 -0.732
H 6.511 3.203 2.973
H 0.173 -2.338 -0.936
H 0.750 0.949 -2.913
H -2.533 -0.415 -2.754
H 3.233 0.691 2.830
H -3.515 1.401 -0.441
H 0.081 -0.456 0.700
H -1.632 4.764 2.458
H -2.870 4.324 1.426
H 5.270 2.107 3.576
H -3.137 1.262 -2.913
H 5.729 1.371 -2.358
H 2.350 0.021 1.444
H 5.343 -0.498 2.096
H -5.062 -5.766 -3.491
H 4.504 -1.114 0.643
*
```

Properties
ΔE to the lowest compared entry with this formula, charge and spin (eV): 0.0498
Strongest force on any atom (eV Å⁻¹): 2.24
M (g mol⁻¹): 617.89
HOMO-LUMO gap (alpha / beta) (Eh): 0.255 / 0.199

Here are the Löwdin charges for atoms 1 to 5, given in e: 0.709, 0.497, 0.848, 0.736, 0.029

ORCA calculation (ωB97M-V/def2-TZVPD) on a structure of composition C25H41BrN7O7ReS.

```
! RIJCOSX wB97M-V def2-TZVPD def2/J DEFGRID3
* xyz 3 4
Re -0.109 0.031 -0.364
Br 0.265 1.436 -6.064
S 4.834 -0.687 0.851
O -1.217 2.967 -1.006
O 1.101 1.780 -0.105
O 5.684 0.430 1.095
O 0.673 -0.563 1.347
O -1.714 0.835 0.892
O 1.348 -2.625 0.787
O 3.559 -0.383 0.196
N -1.007 0.518 -2.289
N 2.664 -2.563 -2.177
N 4.393 -1.500 2.201
N 0.388 -2.822 -2.008
N -1.138 -1.712 -0.610
N 1.417 -0.814 -1.349
N -1.514 -3.902 -1.287
C 5.698 -1.903 -0.067
C 2.011 -1.762 2.932
C 7.466 -2.405 -1.599
C 6.788 -1.479 -0.828
C -2.220 1.266 -4.671
C -0.274 0.743 -3.389
C -0.062 3.776 -0.832
C 3.305 -0.946 3.026
C 5.297 -3.238 -0.060
C 1.330 -1.719 1.587
C -2.343 0.633 -2.372
C 7.888 -4.751 -2.390
C -0.843 1.125 -4.591
C 6.000 -4.149 -0.829
C -2.210 3.078 -0.007
C -1.869 2.266 1.215
C -2.856 -3.890 -0.694
C 1.506 -2.041 -1.808
C -2.977 1.003 -3.539
C -2.048 0.049 2.078
C -0.773 -2.805 -1.264
C 1.810 2.158 1.121
C -1.024 -5.170 -1.848
C 1.126 2.881 -1.067
C 7.094 -3.753 -1.607
H 8.319 -2.085 -2.182
H -2.689 1.566 -5.599
H 5.215 -1.761 2.737
H 2.873 2.186 0.897
H 7.359 -5.697 -2.495
H -1.361 0.296 2.884
H 7.110 -0.447 -0.791
H 1.594 1.405 1.865
H 8.130 -4.372 -3.383
H 8.833 -4.953 -1.882
H -2.361 4.116 0.306
H -0.031 4.217 0.168
H -4.055 1.088 -3.561
H 1.311 -1.382 3.680
H 2.228 -2.805 3.154
H -3.399 -4.759 -1.051
H -3.407 -3.005 -1.015
H 2.774 -3.550 -2.351
H 3.520 -2.047 -2.027
H -1.944 -1.875 -0.021
H 2.075 3.404 -0.950
H -0.002 -5.364 -1.523
H -1.639 -5.974 -1.457
H -1.952 -1.003 1.834
H 2.327 -0.482 -0.987
H 4.467 -3.555 0.558
H 5.723 -5.196 -0.799
H -2.807 -3.939 0.396
H 0.524 -3.639 -2.585
H 0.795 0.602 -3.310
H 1.092 2.437 -2.058
H 3.131 0.101 2.780
H -0.058 4.594 -1.556
H -3.076 0.273 2.354
H -1.100 -5.182 -2.937
H -3.145 2.733 -0.449
H 3.641 -0.968 4.060
H -2.683 2.338 1.936
H -0.945 2.590 1.698
H 1.450 3.135 1.439
H -2.906 0.429 -1.471
*
```

Properties
ΔE to the lowest compared entry with this formula, charge and spin (eV): 0.0000
Strongest force on any atom (eV Å⁻¹): 0.32
M (g mol⁻¹): 849.82
HOMO-LUMO gap (alpha / beta) (Eh): 0.302 / 0.229

Here are the Löwdin charges for atoms 1 to 5, given in e: 1.805, 0.881, 0.681, -0.160, -0.355

ORCA calculation (ωB97M-V/def2-TZVPD) on a structure of composition C25H41Cl3O2P2Sc in a non-equilibrium geometry.

```
! RIJCOSX wB97M-V def2-TZVPD def2/J DEFGRID3
* xyz 1 1
Sc -0.145 -0.151 -0.531
Cl -3.949 -2.273 1.504
Cl -2.609 -4.408 -0.025
Cl -4.177 -2.398 -1.468
P 0.961 -0.910 -2.728
P -1.258 1.384 -2.329
O -2.154 -0.518 -0.059
O -0.748 -2.219 -0.420
C 2.278 0.954 -6.691
C 1.174 2.037 -6.874
C 0.724 -0.755 1.989
C -1.432 0.045 3.140
C -0.718 3.043 -2.793
C -3.057 1.394 -2.557
C -0.690 2.678 1.602
C 0.213 2.151 -5.748
C 0.041 1.390 1.483
C -0.508 0.019 -3.425
C -1.462 0.527 -6.703
C 3.038 -0.788 0.833
C 2.395 0.167 -3.039
C -1.924 -1.778 -0.178
C 0.912 -2.579 -3.341
C 1.843 -0.309 -6.013
C 1.710 -0.187 1.122
C -0.300 0.205 2.197
C -1.018 1.591 -5.744
C 0.618 -0.860 -6.147
C 0.811 -2.059 2.692
C 1.301 1.168 0.824
C 2.136 2.224 0.198
C -0.366 -0.456 -7.178
C -3.158 -2.736 -0.033
H 0.012 0.424 -4.291
H -3.498 0.479 -2.137
H -3.334 1.502 -3.613
H 0.551 2.843 -4.974
H 3.734 -0.625 1.672
H 2.950 -1.872 0.692
H -3.435 2.256 -1.985
H 3.108 1.382 -6.115
H -0.939 3.265 -3.844
H 0.154 -0.044 -8.043
H -0.437 3.182 2.548
H 1.922 -3.013 -3.253
H 0.376 -1.798 -5.659
H -1.777 2.514 1.604
H 1.779 -2.538 2.510
H -0.880 -1.376 -7.505
H 2.872 1.795 -0.490
H 1.515 2.951 -0.344
H -1.881 -0.955 3.058
H -2.273 -0.041 -6.227
H -1.893 0.974 -7.619
H 2.683 0.750 -7.700
H -2.212 0.790 2.941
H 0.661 1.890 -7.829
H -0.438 3.363 0.787
H -1.805 1.908 -5.050
H -1.105 0.180 4.186
H 2.416 0.606 -4.048
H 0.363 3.144 -2.601
H 0.010 -2.749 2.380
H -1.286 -0.677 -3.779
H -1.251 3.766 -2.149
H 3.498 -0.357 -0.063
H 0.221 -3.169 -2.716
H 0.715 -1.909 3.779
H 2.448 0.986 -2.297
H 2.667 -0.902 -5.587
H 2.699 2.785 0.963
H 1.712 2.998 -6.947
H 3.279 -0.472 -2.901
H 0.575 -2.660 -4.376
*
```

Properties
ΔE to the lowest compared entry with this formula, charge and spin (eV): 0.0000
Strongest force on any atom (eV Å⁻¹): 3.27
M (g mol⁻¹): 586.86
HOMO-LUMO gap (Eh): 0.284

Here are the Löwdin charges for atoms 1 to 5, given in e: 0.790, 0.664, 0.661, 0.635, 0.840

ORCA calculation (ωB97M-V/def2-TZVPD) on a cluster of 2 separate species, C25H41ClN2O5P in total in a non-equilibrium geometry.

```
! RIJCOSX wB97M-V def2-TZVPD def2/J DEFGRID3
* xyz 1 1
Cl -0.701 2.959 3.105
P -1.697 1.643 -0.730
O -0.956 5.333 2.101
O 3.922 1.616 1.188
O -2.704 -1.856 0.589
O -0.304 -4.812 -1.710
O -1.433 -1.624 2.371
N 0.757 2.693 0.368
N 1.978 2.728 0.817
C -3.878 -1.754 2.642
C 0.070 -4.720 -3.075
C -1.555 -4.163 -1.452
C 4.431 2.542 -1.116
C -0.708 3.247 -2.930
C -2.639 -1.722 1.783
C -2.943 1.837 0.632
C 3.565 -1.200 1.588
C 0.065 1.656 -0.140
C 2.127 0.353 0.237
C -1.237 -1.278 3.751
C 0.135 -0.873 -0.779
C 4.226 -1.082 2.589
C -1.337 -2.497 4.643
C 0.046 3.994 0.464
C 1.469 -2.617 -2.244
C -3.787 3.170 0.576
C 2.967 -0.924 0.223
C 1.109 -3.583 -3.413
C 0.775 0.391 -0.233
C 0.635 -1.261 -2.234
C 2.650 1.611 0.739
C -0.582 4.236 1.866
C 4.912 1.766 0.138
C -1.993 2.762 -2.190
H 3.756 -0.858 -0.550
H 2.039 -4.045 -3.792
H -4.543 3.165 1.385
H -2.329 -2.949 4.595
H 0.126 3.510 -2.247
H -0.229 -0.866 3.815
H 0.557 -5.686 -3.327
H 2.300 -1.773 0.011
H 4.935 -1.107 3.406
H -0.625 -3.259 4.325
H -0.961 -0.814 -0.833
H -1.918 -0.480 4.052
H 5.383 0.810 -0.163
H -4.688 -1.278 2.090
H -0.210 -1.372 -2.938
H -0.328 2.433 -3.578
H 1.472 -3.093 -1.249
H 0.687 -3.002 -4.261
H -2.553 3.660 -1.845
H -3.130 4.054 0.615
H -4.367 3.112 -0.367
H -3.780 -1.210 3.578
H 3.815 1.897 -1.772
H 2.518 -2.294 -2.430
H 0.828 4.774 0.368
H 1.288 -0.460 -2.641
H 0.354 -1.701 -0.074
H 5.729 2.369 0.581
H -0.935 4.145 -3.529
H -2.385 -4.855 -1.698
H -2.661 2.221 -2.882
H 3.858 3.454 -0.857
H -1.592 -3.246 -2.071
H -1.595 -3.940 -0.374
H -0.842 -4.672 -3.708
H -4.144 -2.790 2.845
H -1.129 -2.231 5.680
H -0.650 4.158 -0.369
H -3.685 1.024 0.485
H -2.533 1.668 1.646
H 5.314 2.888 -1.687
*
```

Properties
Strongest force on any atom (eV Å⁻¹): 2.48
M (g mol⁻¹): 516.04
HOMO-LUMO gap (Eh): 0.247

Here are the Löwdin charges for atoms 1 to 5, given in e: 0.713, 1.068, 0.087, -0.033, 0.081

ORCA calculation (ωB97M-V/def2-TZVPD) on a structure of composition C25H41N2O2PdSi4Te.

```
! RIJCOSX wB97M-V def2-TZVPD def2/J DEFGRID3
* xyz -1 1
Te -0.635 -0.118 1.563
Pd -1.059 2.049 -0.092
Si 0.549 -1.998 0.476
Si 2.061 -1.474 -1.222
Si -1.058 -3.441 -0.401
Si 1.715 -3.092 2.178
O 0.151 3.731 1.032
O 0.314 1.808 -1.522
N -2.519 2.498 1.169
N -2.555 2.497 -1.477
C -0.981 2.962 -3.245
C -2.031 -4.246 1.000
C 0.676 -3.175 3.746
C 3.056 0.060 -0.800
C -0.315 -4.820 -1.465
C 0.174 2.314 -2.702
C 0.192 3.441 -5.332
C -1.497 4.083 4.276
C -2.258 -2.461 -1.470
C -3.848 2.716 -0.839
C -3.782 2.119 0.565
C 2.177 -4.867 1.709
C -0.082 3.974 2.243
C 3.301 -2.158 2.583
C 1.318 2.776 -4.818
C -2.254 3.069 -2.576
C -2.468 3.141 2.280
C -0.507 4.679 5.006
C 3.252 -2.930 -1.447
C 1.307 2.233 -3.564
C 0.722 4.943 4.360
C -1.324 3.696 2.928
C 1.156 -1.276 -2.861
C 0.922 4.623 3.051
C -0.923 3.519 -4.539
H 3.758 0.315 -1.601
H 2.180 1.737 -3.161
H -1.764 -2.077 -2.365
H 0.429 -5.397 -0.911
H 2.217 2.696 -5.420
H -1.810 4.021 -4.911
H -4.075 3.786 -0.789
H 3.077 -1.112 2.803
H -3.108 -3.075 -1.782
H 2.713 -3.866 -1.614
H 1.231 -3.656 4.556
H 0.204 3.878 -6.321
H -3.013 3.666 -3.097
H -2.630 -1.603 -0.906
H -3.424 3.286 2.792
H 1.841 -0.989 -3.663
H 3.799 -2.592 3.454
H -2.457 3.876 4.741
H -1.092 -5.510 -1.805
H 1.281 -5.475 1.562
H 0.395 -2.169 4.062
H 1.862 4.833 2.557
H 0.682 -2.219 -3.147
H 0.178 -4.407 -2.348
H 2.389 0.908 -0.639
H 3.630 -0.100 0.116
H -2.405 -3.476 1.678
H -2.884 -4.814 0.616
H -3.806 1.028 0.499
H -0.247 -3.736 3.580
H 4.003 -2.180 1.745
H 3.907 -2.760 -2.307
H 1.523 5.417 4.918
H 2.756 -4.900 0.785
H -1.403 -4.928 1.578
H -4.638 2.216 -1.409
H 0.382 -0.514 -2.780
H -0.657 4.943 6.043
H 3.884 -3.061 -0.565
H 2.773 -5.334 2.499
H -4.629 2.468 1.166
*
```

Properties
ΔE to the lowest compared entry with this formula, charge and spin (eV): 0.5237
Strongest force on any atom (eV Å⁻¹): 0.57
M (g mol⁻¹): 747.98
HOMO-LUMO gap (Eh): 0.232

Here are the Löwdin charges for atoms 1 to 5, given in e: 0.405, 0.731, -0.055, 0.337, 0.306

ORCA calculation (ωB97M-V/def2-TZVPD) on a structure of composition C25H42AlCl2O2P2 in a non-equilibrium geometry.

```
! RIJCOSX wB97M-V def2-TZVPD def2/J DEFGRID3
* xyz 1 1
Cl -0.107 -3.933 3.689
Cl -2.409 -4.172 1.815
P 4.746 0.587 -0.309
P -3.444 -0.722 -3.338
Al 0.543 -1.613 -0.412
O -0.322 -3.273 -0.192
O 0.635 -2.184 1.473
C 0.247 -1.723 -2.888
C -0.270 -0.040 -0.725
C 0.058 -0.175 3.928
C -2.159 -1.242 -2.032
C 2.257 -1.593 -1.099
C -1.830 0.668 2.413
C -0.601 0.853 3.105
C -1.094 2.810 2.000
C 1.097 2.774 3.384
C 3.883 1.382 1.109
C -0.059 -3.199 1.078
C -1.034 4.206 1.515
C 0.675 1.138 -0.793
C -2.895 1.006 -3.672
C -3.338 2.112 0.903
C 1.733 -2.023 -2.501
C -2.748 -1.554 -4.835
C -0.672 -0.694 -2.056
C 5.217 -0.921 0.624
C -2.139 1.881 1.733
C 2.889 -0.253 -1.180
C -2.617 -0.579 2.422
C 1.997 0.928 -1.558
C -0.646 -4.228 2.024
C -0.138 2.172 2.840
H -2.975 -0.817 3.436
H -2.086 1.045 -4.413
H -2.151 -2.347 -2.066
H 0.964 3.082 4.433
H 3.645 -0.317 -2.003
H -0.289 -2.683 -2.987
H 5.761 -0.601 1.520
H -3.491 -0.500 1.765
H 0.256 -1.314 -3.913
H -0.686 0.175 -2.748
H 3.466 2.347 0.791
H 0.147 2.001 -1.239
H -1.558 4.892 2.198
H 1.896 -3.107 -2.624
H 2.356 -1.557 -3.282
H 2.588 1.854 -1.459
H -2.015 -1.439 2.093
H 4.338 -1.519 0.893
H -0.648 -0.605 4.652
H 0.905 0.249 4.479
H 0.004 4.550 1.434
H 1.932 2.061 3.357
H -2.110 -0.879 -5.419
H 1.776 0.871 -2.640
H -3.273 3.073 0.377
H -3.621 -1.838 -5.445
H -1.507 4.300 0.529
H -2.642 -0.949 -1.082
H 0.902 1.457 0.236
H 2.938 -2.352 -0.701
H 1.387 3.665 2.815
H -0.274 -5.203 1.695
H -3.775 1.524 -4.077
H -2.200 -2.470 -4.575
H -3.465 1.317 0.149
H 5.895 -1.515 0.001
H 3.078 0.743 1.505
H 0.423 -1.006 3.306
H -4.252 2.126 1.519
H 4.638 1.562 1.887
H -1.137 0.212 -0.112
H -2.593 1.519 -2.748
*
```

Properties
Strongest force on any atom (eV Å⁻¹): 4.58
M (g mol⁻¹): 534.45
HOMO-LUMO gap (alpha / beta) (Eh): 0.160 / 0.161

Here are the Löwdin charges for atoms 1 to 5, given in e: 0.666, 0.680, 0.957, 0.878, 0.127